[1]
DFT (ωB97M-V with the def2-TZVPD basis set) results for an isolated molecule of C8H12S2 in a non-equilibrium geometry.

```
22
Properties=species:S:1:pos:R:3:lowdin_charge:R:1
C 0.1912 -1.0538 0.4605 -0.098
C 1.1344 -0.0264 0.1992 -0.300
C -1.1876 -0.9955 0.4568 -0.427
C 0.7286 1.2994 0.3509 -0.472
C -1.9802 0.1239 0.5682 -0.896
C 2.5146 -0.3006 -0.4015 -0.031
C -1.8676 -2.3545 0.1950 -0.068
C 1.3265 2.4582 -0.4054 -0.126
S -3.3943 0.5214 -0.3536 0.688
S -0.9684 1.6190 0.9834 1.043
H 0.6137 -2.0629 0.6262 0.106
H 2.4540 0.1923 -1.4184 0.093
H 2.7544 -1.3291 -0.4850 0.064
H 3.2590 0.3674 0.0269 0.083
H -2.0975 -2.5763 -0.8482 0.074
H -2.8238 -2.3737 0.6746 0.052
H -1.2389 -3.2574 0.5775 0.110
H 0.4361 3.1659 -0.8513 0.126
H 1.9363 2.0056 -1.1426 0.033
H 1.7860 3.1551 0.2549 0.052
H -2.8751 0.4280 -1.6391 -0.110
H -0.7013 0.9940 2.1712 0.003
```

- E_HOMO (eV) = -7.16
- ΔE to the lowest compared entry with this formula, charge and spin (kJ/mol) = 292.4
- net charge = 0
- E (eV) = -30157.542
- LUMO energy (eV) = 0.566

---

[2]
DFT (ωB97M-V with the def2-TZVPD basis set) results for a structure of composition C26H35N2ReSe2 in a non-equilibrium geometry.

```
66
Properties=species:S:1:pos:R:3:mulliken_spin:R:1
Re -0.0894 0.8009 -1.0217 0.718
C -1.7444 3.8081 0.2754 0.001
C -0.7095 3.2142 -0.6266 -0.003
C 0.5723 2.9440 -0.1772 -0.025
C 1.5613 2.3814 -1.0291 0.107
C 1.2518 2.1339 -2.3738 -0.005
C -0.0464 2.4474 -2.8446 -0.011
C -1.0181 2.9031 -1.9727 0.001
H -1.7630 4.8881 0.0968 0.000
H -1.5102 3.6448 1.3257 0.001
H -2.7418 3.4299 0.0576 -0.001
H 0.8211 3.1222 0.8615 -0.001
H 2.5434 2.1488 -0.6393 0.012
H 2.0069 1.7321 -3.0341 0.008
H -0.3010 2.2404 -3.8772 0.002
H -2.0238 3.0770 -2.3410 -0.004
C 1.2147 1.1518 4.5274 0.000
C 1.4517 1.7239 3.1285 -0.003
C 2.3059 0.8080 2.2538 -0.001
C 3.6521 0.6930 2.5944 0.001
C 4.5113 -0.1286 1.8928 -0.001
C 4.0450 -0.8575 0.8098 0.000
C 2.7221 -0.7692 0.4199 0.008
C 2.2257 -1.6300 -0.7173 0.012
C 1.3704 -2.8155 -0.2659 0.009
C 1.8783 0.0663 1.1596 0.002
N 0.4585 0.1378 0.7554 -0.034
C -0.4850 0.0374 1.6715 -0.006
C -1.7954 0.3082 1.2581 0.064
C -3.0399 0.4370 1.8642 0.086
C -3.9248 0.7985 0.8551 -0.003
C -3.1780 0.8981 -0.3476 0.134
N -1.8875 0.6159 -0.1188 -0.052
H 0.5575 1.7874 5.1190 0.000
H 2.1633 1.0646 5.0571 0.000
H 0.7788 0.1480 4.4983 0.000
H 1.9770 2.6784 3.2086 0.000
H 0.4877 1.9630 2.6686 0.000
H 4.0273 1.2554 3.4425 0.000
H 5.5479 -0.2088 2.1941 0.000
H 4.7192 -1.5083 0.2641 0.000
H 3.0856 -1.9723 -1.2938 0.002
H 1.6665 -1.0223 -1.4408 -0.010
H 1.8904 -3.3804 0.5101 0.000
H 1.1659 -3.5182 -1.0803 0.000
H 0.4089 -2.4956 0.1607 -0.004
H -0.2102 -0.2381 2.6842 -0.015
H -3.2667 0.2716 2.9096 -0.004
H -4.9868 0.9839 0.9521 0.004
H -3.5291 1.1657 -1.3361 -0.003
C -2.6907 -4.5492 0.1446 -0.001
Se -2.7718 -2.6196 0.0706 0.024
C -2.9079 -2.4573 -1.8404 0.000
C -1.5866 -2.4243 -2.5866 0.003
Se -0.8636 -0.6350 -2.9574 -0.017
C 0.6963 -1.2514 -3.9507 0.002
H -3.6427 -4.9458 -0.2129 0.001
H -2.5397 -4.8081 1.1905 0.000
H -1.8608 -4.9105 -0.4628 0.000
H -3.5444 -1.6002 -2.0549 -0.003
H -3.4577 -3.3439 -2.1585 0.005
H -1.7283 -2.7623 -3.6111 0.001
H -0.7929 -3.0103 -2.1310 0.001
H 0.3422 -1.4980 -4.9480 0.000
H 1.1204 -2.1136 -3.4461 -0.001
H 1.4108 -0.4363 -3.9839 -0.001
```

- E_HOMO (spin up / spin down) (eV) = -16.38 / -16.30
- spin multiplicity = 2
- net charge = +3
- E (eV) = -163304.517
- LUMO energy (spin up / spin down) (eV) = -12.036 / -12.109

---

[3]
DFT (ωB97M-V with the def2-TZVPD basis set) results for a structure of composition C50H55BrN2O7P2STl in a non-equilibrium geometry.

```
119
Properties=species:S:1:pos:R:3:lowdin_charge:R:1
Tl -1.3372 0.2057 0.9836 0.912
O 0.3226 -0.1142 4.9958 -0.177
S 0.3911 0.7908 3.6530 0.337
O 1.2953 1.8608 3.9708 -0.286
O 0.8668 -0.1494 2.6268 -0.462
O -0.9984 1.1882 3.4120 -0.455
C 0.9164 -3.4795 4.2040 0.078
C -0.2352 -4.2829 4.0741 -0.309
C -0.6575 -5.0732 5.1726 -0.047
C -1.7667 -5.8891 5.0953 -0.095
C -2.4971 -5.9481 3.9112 -0.077
C -2.1090 -5.1688 2.8186 -0.091
C -0.9969 -4.3477 2.8689 -0.331
P -0.5277 -3.2451 1.4793 1.106
C -1.7921 -3.4642 0.1749 -0.330
C -1.4223 -3.9359 -1.0899 -0.090
C -2.3116 -3.9076 -2.1526 -0.097
C -3.5900 -3.3972 -1.9663 -0.071
C -3.9641 -2.9226 -0.7207 -0.038
C -3.0832 -2.9420 0.3595 -0.291
C -3.5640 -2.3726 1.6746 -0.089
C 0.9256 -4.1774 0.8088 -0.309
C 1.1883 -5.4930 1.1658 -0.080
C 2.3087 -6.1770 0.6964 -0.083
C 3.2143 -5.5274 -0.1397 -0.097
C 2.9901 -4.2182 -0.5009 -0.045
C 1.8626 -3.4975 -0.0252 -0.303
C 1.7241 -2.1408 -0.3710 0.059
H 1.4701 -3.4782 5.1374 0.069
H 0.4944 -1.0270 4.7273 0.031
H 1.2905 -2.8589 3.3971 0.043
H -0.0811 -5.0160 6.0897 0.107
H -2.0696 -6.4805 5.9507 0.098
H -3.3585 -6.6002 3.8336 0.099
H -2.6724 -5.2288 1.8941 0.105
H -0.4225 -4.3205 -1.2500 0.096
H -1.9995 -4.2711 -3.1251 0.097
H -4.2873 -3.3451 -2.7939 0.103
H -4.9446 -2.4780 -0.5852 0.107
H -4.1378 -1.4638 1.4884 0.021
H -2.7479 -2.1324 2.3603 0.044
H -4.2200 -3.0791 2.1905 0.090
H 0.4901 -6.0171 1.8061 0.102
H 2.4618 -7.2145 0.9669 0.096
H 4.0936 -6.0492 -0.4994 0.098
H 3.6914 -3.6961 -1.1443 0.109
H 0.9393 -1.5174 0.0415 0.014
H 2.4492 -1.6676 -1.0220 0.070
C -0.8718 3.3052 -3.9587 -0.115
C -1.3412 2.6753 -2.6431 -0.496
C -1.5518 3.8073 -1.6339 -0.115
P -0.2706 1.2534 -2.0718 1.080
C -0.9049 -0.1300 -3.1834 -0.520
C -1.5510 0.1512 -4.5452 -0.116
C 0.1152 -1.2628 -3.3174 -0.118
C 1.4331 1.6635 -2.5899 -0.247
C 1.9385 1.4991 -3.8836 -0.061
C 3.2404 1.8222 -4.2287 -0.276
C 3.7237 1.6824 -5.6513 -0.056
C 4.0810 2.3221 -3.2343 -0.045
C 3.6302 2.5072 -1.9413 -0.011
C 2.3139 2.1893 -1.6191 -0.194
N 1.8329 2.4178 -0.3049 0.005
C 2.6556 2.7381 0.8284 -0.144
C 3.4488 1.7600 1.4127 -0.185
C 3.4237 0.3354 0.9343 -0.022
C 4.2206 2.1163 2.5120 -0.005
C 4.1860 3.3961 3.0459 -0.263
C 4.9313 3.7259 4.3130 -0.049
C 3.3954 4.3531 2.4214 -0.006
C 2.6220 4.0480 1.3105 -0.182
C 1.7596 5.1062 0.6728 -0.028
H -1.6108 4.0473 -4.2810 0.078
H -0.7438 2.5918 -4.7697 0.047
H 0.0808 3.8244 -3.8168 0.077
H -2.3066 2.1836 -2.7733 0.083
H -0.6385 4.3936 -1.4933 0.067
H -1.8906 3.4491 -0.6621 0.066
H -2.3209 4.4780 -2.0265 0.073
H -1.7108 -0.4826 -2.5289 0.073
H -0.8179 0.4251 -5.3104 0.062
H -2.3154 0.9255 -4.4969 0.064
H -2.0484 -0.7629 -4.8904 0.075
H 1.0395 -0.9489 -3.8067 0.059
H -0.3155 -2.0762 -3.9131 0.073
H 0.3789 -1.6835 -2.3445 0.038
H 1.2807 1.1084 -4.6527 0.098
H 3.0841 1.0066 -6.2198 0.073
H 4.7455 1.2981 -5.6879 0.074
H 3.7211 2.6495 -6.1617 0.079
H 5.1047 2.5869 -3.4831 0.111
H 4.2823 2.9128 -1.1756 0.120
H 2.5082 -0.1388 1.2945 0.049
H 4.2730 -0.2189 1.3360 0.087
H 3.4460 0.2613 -0.1545 0.064
H 4.8283 1.3522 2.9898 0.120
H 5.7437 3.0207 4.4919 0.071
H 4.2472 3.6697 5.1642 0.087
H 5.3456 4.7352 4.2833 0.072
H 3.3612 5.3636 2.8199 0.117
H 2.0644 6.0954 1.0123 0.076
H 0.7113 4.9596 0.9425 0.081
H 1.8266 5.0771 -0.4168 0.078
O -0.0268 2.5364 0.7940 -0.118
N 0.4938 2.5222 -0.2872 -0.195
Br -4.2751 1.1524 2.3863 0.862
C -4.5417 2.5179 1.1005 -0.584
C -4.5974 3.8405 1.5121 -0.119
C -4.8598 4.8217 0.5647 -0.099
C -5.0615 4.4598 -0.7647 -0.104
C -4.9661 3.1298 -1.1490 -0.041
C -4.6954 2.1290 -0.2167 -0.183
C -4.4667 0.6833 -0.6466 -0.716
O -5.4439 -0.0813 -0.6429 -0.004
O -3.2577 0.4445 -0.9310 -0.174
H -4.4305 4.0929 2.5518 0.101
H -4.9067 5.8618 0.8663 0.096
H -5.2780 5.2213 -1.5047 0.097
H -5.0925 2.8489 -2.1893 0.121
```

- E_HOMO (spin up / spin down) (eV) = -5.06 / -5.04
- ΔE to the lowest compared entry with this formula, charge and spin (kJ/mol) = 0.0
- net charge = -1
- E (eV) = -174204.926
- LUMO energy (spin up / spin down) (eV) = 1.390 / 1.133

---

[4]
DFT (ωB97M-V with the def2-TZVPD basis set) results for a cluster of 5 separate species, C26H57ClNO5P2 in total in a non-equilibrium geometry.

```
92
Properties=species:S:1:pos:R:3:lowdin_charge:R:1
C 0.4113 -2.6666 0.4302 -0.088
C 0.1623 -2.2583 -1.0166 -0.691
Cl 1.0722 -3.2992 -2.1504 0.680
C -1.3108 -2.1407 -1.4129 -0.165
N -2.1971 -3.1047 -0.7432 -0.024
C -1.8550 -4.3986 -0.8225 -0.012
C -2.6274 -5.3883 -0.2495 0.024
C -3.7972 -5.0257 0.3949 -0.019
C -4.1687 -3.6815 0.4564 -0.285
P -5.7571 -3.4235 1.3563 0.694
O -5.6752 -3.9602 2.7259 -0.402
C -3.3448 -2.7060 -0.1093 -0.291
P -3.8517 -0.9235 0.0396 0.954
C -2.4913 0.0018 0.8321 -0.270
C -4.0591 -0.3113 -1.6864 -0.251
H 1.4234 -2.3943 0.7030 0.072
H 0.3797 -3.7492 0.5160 0.077
H -0.2923 -2.2005 1.1124 0.083
H 0.5861 -1.2706 -1.1549 0.105
H -1.3958 -2.3246 -2.4805 0.131
H -1.6333 -1.1257 -1.2500 0.073
H -0.9539 -4.6490 -1.3572 0.106
H -2.3316 -6.4219 -0.3024 0.131
H -4.4361 -5.7675 0.8498 0.127
H -6.1434 -2.0921 1.2277 -0.016
H -6.6523 -4.1449 0.5368 0.028
H -2.8626 1.0069 1.0059 0.036
H -1.5705 0.0927 0.2590 0.033
H -2.2541 -0.4315 1.7984 0.051
H -3.4978 0.5908 -1.8957 0.056
H -3.8056 -1.1069 -2.3836 0.036
H -5.1185 -0.1344 -1.8237 0.025
C 1.3114 4.5877 1.9258 -0.075
C 0.3839 4.1642 0.8011 -0.281
O -0.6740 3.3115 1.2131 -0.180
C -1.5605 3.8480 2.1820 -0.284
C -2.2815 5.1076 1.7354 -0.073
H 1.7371 3.7139 2.4208 0.082
H 2.1255 5.1939 1.5289 0.080
H 0.7961 5.1807 2.6819 0.069
H 0.9454 3.5886 0.0647 0.115
H -0.0142 5.0393 0.2770 0.108
H -1.0359 4.0170 3.1280 0.110
H -2.2930 3.0610 2.3707 0.104
H -1.5912 5.9308 1.5508 0.069
H -2.9819 5.4301 2.5057 0.081
H -2.8360 4.9254 0.8134 0.079
C 6.1901 -5.0422 2.1166 -0.074
C 4.7247 -4.6451 2.1320 -0.285
O 4.5053 -3.2453 2.1553 -0.163
C 5.0276 -2.5158 1.0577 -0.275
C 4.4448 -2.9313 -0.2819 -0.073
H 6.7082 -4.6182 2.9771 0.084
H 6.2834 -6.1278 2.1540 0.079
H 6.7005 -4.6963 1.2170 0.069
H 4.2553 -5.0233 3.0405 0.117
H 4.1922 -5.1030 1.2892 0.103
H 6.1201 -2.5682 1.0433 0.107
H 4.7738 -1.4725 1.2499 0.117
H 4.6791 -3.9664 -0.5331 0.073
H 4.8393 -2.3007 -1.0794 0.076
H 3.3584 -2.8363 -0.2671 0.030
C -6.3791 3.0634 -4.7027 -0.076
C -7.0436 2.3553 -3.5350 -0.286
O -6.5935 2.7921 -2.2633 -0.178
C -6.8002 4.1659 -1.9711 -0.281
C -8.2565 4.5938 -1.9989 -0.075
H -5.2950 2.9486 -4.6536 0.079
H -6.7317 2.6436 -5.6450 0.080
H -6.5994 4.1308 -4.7131 0.069
H -6.8058 1.2908 -3.5778 0.107
H -8.1334 2.4342 -3.6034 0.109
H -6.1995 4.7930 -2.6386 0.108
H -6.4005 4.3080 -0.9667 0.115
H -8.6980 4.4846 -2.9900 0.068
H -8.3427 5.6418 -1.7127 0.080
H -8.8449 3.9933 -1.3041 0.083
C 7.8953 1.3022 2.4747 -0.077
C 8.6933 0.4789 1.4786 -0.275
O 7.8973 -0.2004 0.5217 -0.169
C 7.0943 0.6145 -0.3098 -0.294
C 7.8771 1.6066 -1.1526 -0.076
H 7.1736 0.6732 2.9983 0.079
H 8.5645 1.7496 3.2095 0.079
H 7.3452 2.1113 1.9921 0.065
H 9.2349 -0.3050 2.0074 0.119
H 9.4463 1.0979 0.9795 0.108
H 6.3297 1.1301 0.2843 0.105
H 6.5626 -0.0746 -0.9685 0.109
H 8.4137 2.3310 -0.5396 0.068
H 7.2009 2.1610 -1.8042 0.077
H 8.6093 1.0865 -1.7712 0.084
```

- E_HOMO (eV) = -11.12
- net charge = +1
- E (eV) = -70705.886
- LUMO energy (eV) = -4.369

---

[5]
DFT (ωB97M-V with the def2-TZVPD basis set) results for a cluster of 2 separate species, C3H10N2O in total in a non-equilibrium geometry.

```
16
Properties=species:S:1:pos:R:3:lowdin_charge:R:1
C -0.5022 0.0380 0.4539 -0.437
C 1.6840 -0.4117 -1.4529 -0.040
C -0.3641 0.4650 1.8886 -0.028
N -0.7676 1.0213 -0.4439 -0.117
N -1.1787 -1.1657 0.2404 0.107
O -0.8031 0.7045 -1.6954 -0.173
H -0.3568 1.9394 -0.2438 0.158
H 0.9772 -0.4924 -0.3890 0.075
H -1.4143 -1.2706 -0.7416 0.089
H -1.9262 -1.3956 0.8784 0.095
H 1.0428 -0.3354 -2.3202 0.003
H 2.3084 0.4685 -1.3443 0.015
H 2.3087 -1.2839 -1.6080 0.010
H 0.0245 1.4770 1.9652 0.077
H -1.3273 0.4697 2.4030 0.082
H 0.2945 -0.2279 2.4095 0.084
```

- E_HOMO (spin up / spin down) (eV) = -7.92 / -7.92
- ΔE to the lowest compared entry with this formula, charge and spin (kJ/mol) = 392.3
- net charge = 0
- E (eV) = -8297.439
- LUMO energy (spin up / spin down) (eV) = 0.395 / 0.395